Record 1
15
Properties=species:S:1:pos:R:3:forces:R:3:mulliken_charge:R:1 method="wB97M-V/def2-TZVPD" multiplicity=1 e_lumo_ev=-1.43 de_lowest_ev=1.996 smiles="N#CC(C#N)=Cc1ccco1" gap_ev=7.6
N 1.852007 2.740734 -0.004355 0.0 3.1 0.0 -0.39
C 1.963580 1.620823 -0.015880 -0.6 -4.6 -0.1 0.02
C 1.989737 0.154335 -0.030061 0.4 -3.0 0.2 0.55
C 3.359803 -0.436757 -0.007346 -3.4 1.8 -0.1 -0.06
N 4.384212 -0.917092 0.011945 2.1 -1.0 0.0 -0.40
C 0.945305 -0.825996 -0.008565 -0.2 13.2 -0.2 -0.84
C -0.424056 -0.293386 0.036943 -0.6 -10.3 -1.1 0.93
C -1.588182 -1.145418 -0.075281 0.7 -2.2 1.7 -0.46
C -2.626257 -0.206093 -0.007065 -3.0 0.7 0.4 -0.18
C -2.175268 1.098381 0.078118 7.8 -16.4 1.0 -0.76
O -0.785117 0.853833 -0.056249 -0.8 9.9 0.6 -0.22
H 1.132105 -1.741436 0.070633 1.5 -7.6 0.4 0.68
H -1.734680 -2.375504 0.067116 0.7 3.9 -0.6 0.21
H -3.725046 -0.388599 0.012695 1.1 -0.2 -0.1 0.34
H -2.568138 1.862169 -0.072650 -5.4 12.7 -2.1 0.59

Record 2
114
Properties=species:S:1:pos:R:3:forces:R:3:mulliken_charge:R:1 method="wB97M-V/def2-TZVPD" multiplicity=1 e_lumo_ev=-3.01 total_charge=+1 de_lowest_ev=1.161 gap_ev=6.2
C 14.556065 -10.352883 -35.931655 -6.8 -0.7 -3.4 -1.11
C 14.523369 -10.223327 -37.530244 -2.3 -4.2 1.4 0.70
O 13.934250 -11.072088 -38.200480 2.3 3.4 1.3 -0.42
N 15.065191 -8.934970 -38.108016 -3.0 -2.3 -1.1 0.31
H 14.827862 -8.313787 -37.379650 -0.7 1.7 0.4 0.45
H 16.076500 -8.948359 -38.186523 3.0 -0.5 0.6 -0.08
C 14.550632 -8.788757 -39.480373 -3.5 -2.6 0.7 -0.92
H 13.550689 -9.796867 -35.569778 2.3 -0.8 -0.8 0.37
H 15.360568 -9.968532 -35.542044 4.5 2.1 2.4 0.18
H 14.360690 -11.377869 -35.577946 0.5 0.3 -0.6 0.33
H 14.866705 -9.646341 -40.064382 0.4 -0.1 0.2 0.33
H 14.771451 -7.931423 -39.960100 1.3 3.1 -1.1 0.44
H 13.418558 -8.881065 -39.497854 1.3 0.2 0.3 0.35
C 20.906183 -10.090726 -37.565081 1.2 -4.6 3.9 -1.35
C 20.117694 -11.364925 -37.428172 0.7 -5.5 -2.2 0.52
O 20.508753 -12.564288 -37.582999 -1.7 5.8 1.1 -0.49
N 18.585464 -11.186860 -37.267026 2.9 -1.7 2.5 2.05
H 18.480569 -11.278026 -36.218008 -0.5 -0.2 0.2 -0.40
H 18.317052 -10.265523 -37.501024 -0.6 1.9 -0.7 -0.71
C 17.749159 -12.183448 -37.918818 4.8 -0.6 -3.0 -1.01
H 21.587840 -10.120111 -38.318522 1.1 0.4 -3.1 0.50
H 21.703848 -10.196623 -36.772426 -0.8 0.0 -0.1 0.41
H 20.365268 -9.312636 -37.256131 -1.9 3.5 0.2 0.44
H 18.008770 -11.965688 -39.047929 -0.6 -1.5 2.0 0.20
H 16.780812 -11.969069 -37.829710 -3.9 0.8 0.8 0.18
H 18.023420 -13.160638 -37.484002 -0.3 0.4 -0.8 0.55
C 17.197976 -5.391840 -37.594582 2.3 0.0 -1.7 -0.79
C 17.977652 -5.970512 -36.486862 1.4 2.3 3.6 0.86
O 18.980494 -5.485096 -35.968495 -2.8 -1.8 -1.6 -0.47
N 17.472429 -7.281861 -35.975241 1.5 0.3 -3.9 0.26
H 16.509376 -7.511355 -36.020807 -1.3 0.7 -0.2 0.35
H 17.813186 -7.748323 -37.014988 -0.9 -1.7 1.6 -0.26
C 18.023927 -7.856198 -34.802922 5.5 5.0 1.8 -0.75
H 17.767213 -4.459632 -37.818162 -0.2 -0.9 -0.5 0.31
H 16.216881 -5.021534 -37.502718 -1.5 -0.2 0.9 0.37
H 17.253698 -6.180143 -38.400895 -0.1 1.2 0.2 0.11
H 17.636931 -8.752242 -34.596238 -1.7 -3.5 0.9 0.35
H 17.888429 -7.031122 -33.942902 0.4 -2.2 -1.7 0.30
H 19.199221 -7.970123 -35.000927 -2.6 0.2 0.8 0.21
I 17.551055 -12.181361 -34.105970 0.0 0.5 -0.4 -0.63
O 17.559216 -8.998612 -37.997481 0.3 2.6 -2.0 -0.41
H 17.806526 -8.629355 -38.901401 -0.2 -0.7 1.7 -0.42
F 19.720391 -18.562916 -36.475652 -2.4 0.6 -0.6 -0.28
C 18.423130 -18.148600 -36.833236 -2.0 -2.0 1.8 0.34
C 18.238904 -16.979174 -37.484902 0.5 -0.3 -0.3 -0.59
C 17.035548 -16.502510 -37.942088 -5.2 -2.5 1.3 -0.29
C 15.825337 -17.270098 -37.626323 2.6 -1.3 -0.6 -0.60
C 16.047014 -18.552181 -36.930261 -7.1 3.4 -1.6 -0.26
C 17.197705 -18.915926 -36.448157 5.8 1.3 -1.0 -0.56
H 19.098862 -16.499825 -37.778198 2.0 1.4 -0.5 0.63
H 16.798870 -15.612388 -38.463110 0.8 0.9 -0.6 0.61
H 14.805453 -17.128817 -38.085020 1.4 0.4 0.7 0.32
H 14.987006 -19.060645 -36.708229 2.9 0.5 -0.3 0.21
H 17.267776 -19.833558 -36.016947 0.6 -2.4 1.6 0.46
C 18.078444 -12.735011 -43.638279 1.3 3.9 10.7 -1.81
C 18.864208 -13.766055 -42.713327 -3.3 7.1 5.6 0.07
C 17.821740 -14.712101 -42.272268 1.2 6.3 8.7 -1.52
S 16.364495 -13.689672 -41.855088 0.4 -1.9 -3.2 1.10
O 16.437976 -13.287089 -40.519177 0.2 1.2 3.1 -0.40
O 15.214235 -14.392996 -42.330541 -0.6 0.1 -0.2 -0.75
C 16.756055 -12.329421 -42.920965 3.9 -1.7 1.0 -0.10
H 18.124916 -13.151394 -44.429651 -1.2 -5.5 -10.5 0.88
H 18.489776 -11.770680 -43.871620 1.2 0.4 0.3 0.52
H 19.251371 -13.165192 -41.697784 -0.3 -1.7 -2.9 -0.42
H 19.521046 -14.260802 -43.211573 4.9 -2.6 -2.9 1.08
H 18.085635 -15.157574 -41.314956 -0.1 -0.7 -0.4 0.38
H 17.634489 -15.218281 -43.003768 -2.8 -6.6 -7.6 0.82
H 17.143765 -11.457219 -42.459259 -1.1 1.0 0.9 -0.31
H 16.228195 -12.302081 -43.758385 -3.8 1.0 -2.7 0.59
C 24.627380 -14.382158 -41.103973 -2.5 -4.8 -0.8 -0.65
C 23.825732 -13.913349 -42.330909 2.1 -3.5 -3.3 -0.47
C 23.228186 -12.662557 -41.902731 -4.5 0.3 -3.4 -0.55
S 22.706723 -12.919529 -40.265806 -3.9 -3.2 -1.3 1.29
O 21.286998 -13.250851 -40.365105 0.8 0.0 0.5 -0.47
O 23.101400 -11.812949 -39.524644 1.2 3.0 2.5 -0.72
C 23.662859 -14.392092 -39.903740 2.5 2.7 1.2 -0.90
H 25.454537 -13.755792 -41.149148 1.7 0.8 1.0 0.35
H 24.850382 -15.499949 -41.323231 0.5 2.0 0.5 0.33
H 22.980465 -14.571908 -42.777652 1.6 0.5 1.3 0.21
H 24.756234 -14.060740 -43.152638 -2.9 1.5 1.5 0.29
H 22.109240 -12.479881 -42.599904 3.7 0.1 2.3 -0.01
H 23.884691 -11.873023 -41.820125 1.3 2.1 -0.4 0.49
H 23.085695 -15.249837 -39.859663 -1.4 -1.5 -0.2 0.44
H 24.123195 -14.245132 -38.880544 -0.4 0.0 -1.2 0.35
C 25.764786 -5.402973 -36.220590 1.9 2.9 -3.6 -0.55
C 26.307968 -6.734814 -35.986190 5.8 -2.4 -1.0 -0.38
C 25.165737 -7.523543 -35.538423 -0.5 0.4 2.1 -0.97
S 23.641930 -6.876284 -36.179318 2.8 1.2 4.0 1.09
O 22.894295 -6.499387 -35.023322 -1.5 0.6 0.2 -0.74
O 23.188288 -7.834824 -37.073492 -2.1 -2.2 -3.1 -0.55
C 24.448477 -5.509014 -36.882829 -1.1 0.3 -3.8 -0.81
H 26.456272 -4.787849 -36.911762 -0.9 -0.9 0.9 0.28
H 25.615379 -4.725517 -35.447114 0.1 0.5 2.3 0.34
H 27.138616 -6.746043 -35.156762 -1.5 0.2 -1.6 0.24
H 27.035899 -7.211047 -37.027920 -2.7 1.5 2.9 0.19
H 25.193458 -7.585069 -34.449100 -0.6 0.9 0.2 0.38
H 25.010761 -8.509823 -35.690460 0.5 -3.5 -1.5 0.57
H 23.877075 -4.623330 -36.920416 -0.9 1.1 1.1 0.53
H 24.438116 -5.627559 -38.002544 0.7 -0.8 0.8 0.36
C 20.183317 -9.760197 -41.963202 2.7 -5.4 -2.1 0.42
C 20.403016 -8.615738 -42.822164 1.7 0.6 -3.3 -0.84
C 20.839146 -7.577685 -41.912889 2.3 0.7 2.4 -0.93
S 19.763286 -7.769333 -40.522739 0.6 1.0 0.3 1.03
O 18.634536 -6.881966 -40.652042 -0.5 0.3 0.5 -0.74
O 20.570406 -7.829838 -39.337700 -0.2 0.7 0.6 -0.52
C 19.285687 -9.422257 -40.820992 -0.3 -0.4 -0.4 0.96
H 21.322088 -9.957977 -41.767055 -2.3 -0.7 0.9 -0.07
H 19.834222 -10.640894 -42.721012 0.6 1.6 2.5 -0.68
H 19.534712 -8.409120 -43.441624 0.1 0.6 -0.2 0.36
H 21.366159 -8.777844 -43.432936 -2.0 -0.1 0.0 0.35
H 20.855094 -6.586128 -42.250971 -0.3 1.5 -0.5 0.58
H 21.912289 -7.786647 -41.487490 -2.0 0.2 -0.8 0.30
H 18.275429 -9.519981 -41.189386 -0.5 0.3 0.2 0.51
H 19.392407 -9.871879 -39.844376 0.3 -0.7 -0.1 -1.02

Number 1: HOMO level -9.02 eV, DFT total energy -13382.62402 eV. Number 2: HOMO level -9.19 eV, DFT total energy -116329.17871 eV.